1.
The following is a DFT calculation (ωB97M-V with the def2-TZVPD basis set) of a structure of composition C3H3AlO2.

XYZ file:
```
9
Properties=species:S:1:pos:R:3:forces:R:3:mulliken_charge:R:1
C -1.439884 -0.311424 0.139004 -0.003 0.768 -0.194 -0.732
C -0.069533 -0.196613 -0.366825 -0.214 -1.576 3.374 0.406
H -1.568948 -0.021239 1.198336 0.154 -0.396 -0.451 0.293
H -1.992582 0.418549 -0.491001 -0.089 -0.300 0.417 0.328
H -1.911202 -1.286509 -0.090485 0.427 0.137 0.290 0.314
O 1.165247 -0.254898 0.968413 -1.552 0.511 -1.967 -0.278
C 2.337282 0.284148 0.690800 -2.136 -0.744 -0.086 0.280
Al 1.003503 0.606053 -1.566536 2.352 0.884 0.241 0.420
O 2.476116 0.761934 -0.481706 1.062 0.716 -1.624 -0.029
```
Positions in Å, forces in eV/Å.

For the relative energy (zero: lowest compared OMol25 entry of this formula, charge and spin), the calculation gives 391.03 kJ/mol. The calculated total energy is -508.52845 Ha. The multiplicity is 2. The gap between HOMO and LUMO (alpha / beta) is 0.1706 / 0.1715 Eh. The strongest force on any atom comes out at 3.73 eV/Å. As for the expectation value of S²: 0.761. As for the highest occupied orbital energy (alpha / beta): -13.5 / -13.4 eV. The total charge is +1.



2.
The following is a DFT calculation (ωB97M-V with the def2-TZVPD basis set) of a structure of composition C3H3BCaF4O9.

XYZ file:
```
21
Properties=species:S:1:pos:R:3:forces:R:3:mulliken_charge:R:1
Ca 0.253209 0.013816 -0.138653 0.823 1.294 0.823 1.645
B -2.177751 -1.582344 -0.170633 -2.945 -0.307 1.355 0.633
F -2.794621 -2.293434 -1.220933 -0.366 0.386 0.350 -0.405
F -0.864591 -1.780164 -0.263113 2.687 -1.714 -0.588 -0.370
F -2.421261 -0.209714 -0.138853 -0.108 0.709 -0.864 -0.431
F -2.580801 -2.013964 1.124667 -0.464 -0.749 -0.368 -0.438
O 1.090589 4.002616 0.606077 0.322 1.537 0.467 -0.553
C 0.819799 2.724856 0.470467 3.390 -3.893 -1.315 1.013
O 1.668609 1.874666 0.268977 4.048 -1.067 -0.326 -0.882
O -0.331691 2.375336 0.469217 -5.757 0.312 0.497 -0.803
H 0.134359 3.986496 0.689517 -1.839 3.251 0.511 0.313
O 0.916219 -1.683454 3.716897 0.153 -0.912 1.945 -0.530
C 0.774159 -1.081174 2.564427 0.726 0.545 -4.967 0.922
O -0.112041 -0.270824 2.368287 -3.499 2.605 1.962 -0.738
O 1.452869 -1.345834 1.563357 3.025 -2.001 -0.441 -0.803
H 0.086409 -1.367034 4.081447 -0.310 -0.099 1.040 0.297
O 0.803839 -0.133394 -4.276543 0.855 -0.570 -0.168 -0.492
C 0.642519 -0.153014 -2.954963 -2.431 0.930 4.750 0.950
O -0.295291 0.457976 -2.414283 -1.349 1.418 -1.436 -0.773
O 1.380299 -0.797614 -2.161153 2.085 -1.119 -1.747 -0.842
H 1.555169 -0.723794 -4.184213 0.954 -0.554 -1.480 0.285
```
Positions in Å, forces in eV/Å.

For the relative energy (zero: lowest compared OMol25 entry of this formula, charge and spin), the calculation gives 190.10 kJ/mol. The calculated total energy is -1895.74670 Ha. The gap between HOMO and LUMO is 0.2885 Eh. The strongest force on any atom comes out at 5.79 eV/Å. As for the highest occupied orbital energy: -2.4 eV. The total charge is -2.



3.
The following is a DFT calculation (ωB97M-V with the def2-TZVPD basis set) of an isolated molecule of C3H3Br.

XYZ file:
```
7
Properties=species:S:1:pos:R:3:forces:R:3:mulliken_charge:R:1
C 1.050039 0.092169 0.428293 3.692 -0.495 0.499 -0.603
C 0.026986 0.147761 -0.313312 -6.453 0.812 -0.492 0.066
C -1.111850 0.446960 0.438648 -3.237 -0.711 0.490 -0.323
Br -2.679303 -0.560248 -0.262200 0.898 0.641 0.240 -0.148
H 1.128180 0.041050 1.496720 0.461 0.680 -0.004 0.326
H 0.011148 -0.197009 -1.308449 0.045 0.194 -1.412 0.354
H 1.574803 0.029314 -0.479700 4.594 -1.121 0.680 0.328
```
Positions in Å, forces in eV/Å.

For the relative energy (zero: lowest compared OMol25 entry of this formula, charge and spin), the calculation gives 366.59 kJ/mol. The calculated total energy is -2689.90998 Ha. The gap between HOMO and LUMO is 0.2883 Eh. The strongest force on any atom comes out at 6.52 eV/Å. As for the highest occupied orbital energy: -9.0 eV. The total charge is 0.



4.
The following is a DFT calculation (ωB97M-V with the def2-TZVPD basis set) of a structure of composition C3H3Br2Cl.

XYZ file:
```
9
Properties=species:S:1:pos:R:3:forces:R:3:mulliken_charge:R:1
C 0.121664 0.697380 0.419256 0.631 -1.096 1.625 -0.551
C 0.835497 -0.652814 0.636591 -0.451 2.869 -0.241 -0.256
C -0.880274 0.426084 -0.558272 -0.857 -1.071 -2.642 -0.003
Cl 1.974704 -1.229681 -0.455679 -0.049 -0.216 0.126 -0.087
Br -0.320995 0.376927 -2.385214 -0.173 0.267 0.288 -0.076
Br -2.150497 -0.914837 -0.204765 -0.608 0.050 0.172 -0.072
H -0.425401 1.040760 1.284955 0.194 -0.269 0.846 0.205
H 0.720129 1.489017 0.129616 1.474 1.480 -0.763 0.413
H 0.125173 -1.232836 1.133511 -0.161 -2.013 0.588 0.427
```
Positions in Å, forces in eV/Å.

For the relative energy (zero: lowest compared OMol25 entry of this formula, charge and spin), the calculation gives 250.07 kJ/mol. The calculated total energy is -5724.20060 Ha. The gap between HOMO and LUMO (alpha / beta) is 0.2983 / 0.2894 Eh. The strongest force on any atom comes out at 2.98 eV/Å. As for the highest occupied orbital energy (alpha / beta): -8.3 / -8.5 eV. The total charge is 0.



5.
The following is a DFT calculation (ωB97M-V with the def2-TZVPD basis set) of a structure of composition C3H3Br2ClO.

XYZ file:
```
10
Properties=species:S:1:pos:R:3:forces:R:3:mulliken_charge:R:1
C -1.035421 1.399702 0.895577 0.202 -0.442 1.176 0.395
C 1.274614 -0.435423 -0.450951 0.708 -2.888 1.381 -0.931
C -0.164371 -0.846773 -0.148778 0.412 1.775 -1.398 0.014
O -0.840330 1.815271 1.978172 0.076 -0.578 -1.323 -0.323
Cl -2.384315 1.894849 -0.143980 -0.112 0.221 -0.094 -0.132
Br -0.662122 -2.152489 1.057694 0.172 -0.163 0.169 -0.003
Br -1.145876 -0.752674 -1.766582 -0.289 -0.339 0.158 -0.025
H 1.764078 -0.922839 -1.368139 -0.874 0.397 1.498 0.311
H 1.857071 -0.585880 0.489296 -0.069 -0.431 -0.807 0.336
H 1.336674 0.586258 -0.542308 -0.227 2.450 -0.760 0.356
```
Positions in Å, forces in eV/Å.

For the relative energy (zero: lowest compared OMol25 entry of this formula, charge and spin), the calculation gives 317.71 kJ/mol. The calculated total energy is -5799.45312 Ha. The gap between HOMO and LUMO (alpha / beta) is 0.2633 / 0.3039 Eh. The strongest force on any atom comes out at 3.28 eV/Å. As for the highest occupied orbital energy (alpha / beta): -8.5 / -9.2 eV. The total charge is 0.



6.
The following is a DFT calculation (ωB97M-V with the def2-TZVPD basis set) of a cluster of 2 separate species, C3H3Br2O2S in total.

XYZ file:
```
11
Properties=species:S:1:pos:R:3:forces:R:3:mulliken_charge:R:1
C 1.227966 0.912973 -0.178508 1.179 0.517 0.589 -0.011
C 0.622269 0.188444 -1.059741 -4.653 -1.919 0.714 -0.192
C -1.285403 -0.432218 -0.271466 4.499 -0.259 0.139 -0.968
O -0.372181 -2.066005 1.745542 1.472 -1.905 0.057 -0.556
O -0.383083 0.390941 2.119860 -0.446 -0.907 -0.189 -0.684
S -1.128259 -0.850498 1.680374 -1.477 2.853 -0.993 0.477
Br 3.037954 1.610164 -0.544100 -0.587 -0.002 0.197 -0.290
Br 0.777802 -0.260036 -2.880977 0.545 0.211 0.370 -0.150
H 0.780965 1.034302 0.843870 0.778 -0.041 -0.774 0.485
H -1.665754 -1.060031 -1.050935 -0.080 -0.863 -0.163 0.405
H -1.612277 0.531964 -0.403919 -1.231 2.315 0.054 0.485
```
Positions in Å, forces in eV/Å.

For the relative energy (zero: lowest compared OMol25 entry of this formula, charge and spin), the calculation gives 152.62 kJ/mol. The calculated total energy is -5812.73888 Ha. The gap between HOMO and LUMO is 0.2503 Eh. The strongest force on any atom comes out at 5.08 eV/Å. As for the highest occupied orbital energy: -3.9 eV. The total charge is -1.



7.
The following is a DFT calculation (ωB97M-V with the def2-TZVPD basis set) of a cluster of 2 separate species, C3H3Br2P in total.

XYZ file:
```
9
Properties=species:S:1:pos:R:3:forces:R:3:mulliken_charge:R:1
C -1.611565 -1.354529 0.684881 -1.136 -2.118 0.790 -0.045
C -1.288409 -0.292431 0.190742 -0.178 0.515 -1.111 0.156
C -1.082719 0.974249 -0.323923 0.126 0.826 0.097 -1.012
P 2.469429 0.037858 -1.125126 -0.258 -0.667 0.368 0.187
Br 3.488327 1.489002 0.143677 0.114 0.201 0.116 -0.085
Br 2.272020 -1.712702 0.272884 0.042 0.490 -0.446 -0.115
H -2.112743 -2.299070 1.071206 1.252 1.941 -0.735 0.331
H -0.958474 1.414064 -1.345520 -0.107 -1.381 0.869 0.325
H -1.175867 1.743562 0.431182 0.143 0.193 0.053 0.259
```
Positions in Å, forces in eV/Å.

For the relative energy (zero: lowest compared OMol25 entry of this formula, charge and spin), the calculation gives 239.84 kJ/mol. The calculated total energy is -5605.37157 Ha. The gap between HOMO and LUMO (alpha / beta) is 0.2526 / 0.2832 Eh. The strongest force on any atom comes out at 2.53 eV/Å. As for the highest occupied orbital energy (alpha / beta): -8.4 / -8.4 eV. The total charge is 0.